Record 1
Molecular formula: C47H42AsN13O4RuS2
Method: DFT, wB97M-V/def2-TZVPD

Calculated values
- Frontier orbital gap (alpha / beta): 5.946 / 6.290 eV
- Energy relative to the best compared isomer or geometry (same formula, charge and spin): 18.0 kcal per mole
- E: -5955.89696 hartree

```
! wB97M-V def2-TZVPD RIJCOSX def2/J DEFGRID3
* xyz -1 6
N 4.18 0.43 0.26
H -3.06 -1.34 4.19
H 5.77 2.27 2.83
H -3.51 -2.10 -4.28
H -1.33 4.42 -0.26
N -0.18 1.06 2.18
H -5.03 -5.19 4.45
H 3.81 1.94 5.71
H 0.15 5.83 -4.06
H -3.21 5.91 0.69
C 3.76 2.09 4.56
C 4.17 0.08 -4.53
C 4.02 0.71 3.93
N -0.23 2.42 1.85
C 5.72 1.36 2.24
H 5.92 -0.24 -5.64
C -4.77 -4.28 3.89
O -3.01 0.30 2.03
C -0.26 1.07 3.54
C 1.59 -3.14 -0.37
C 5.72 0.29 -2.22
O 2.31 -0.30 -0.94
H 7.68 0.80 1.43
H 6.67 -0.55 2.05
H 6.30 0.34 -1.34
C -2.54 -0.48 -3.35
C 1.20 2.61 -2.20
H -3.55 -3.52 5.43
C -3.99 -3.30 4.47
H -4.09 -2.56 -0.84
H 2.42 0.28 -3.22
C 3.53 0.24 -3.30
H -6.05 -4.87 2.33
H -3.94 -4.96 -1.66
H 3.25 3.27 -2.53
C 2.19 3.55 -2.66
H -4.34 1.30 -0.87
N -0.06 -2.30 4.98
C -4.67 4.42 0.48
H 5.55 1.73 1.20
C -2.04 -2.62 -0.09
H -1.89 -6.12 -1.86
H 2.51 -2.54 -0.28
C 6.97 0.48 2.21
N -1.87 -1.51 0.70
C 3.66 0.24 1.46
C 1.82 4.79 -3.18
C -0.18 -1.38 4.05
H 3.61 0.07 -5.43
H 7.55 0.47 3.16
C -3.43 -1.03 -4.27
H 3.08 0.15 3.98
O -4.12 -0.72 0.09
O -0.66 0.48 -0.67
As -1.47 1.69 -1.66
C 6.32 0.08 -3.47
C -2.77 2.81 -0.73
C -5.40 -4.06 2.65
H 7.38 0.09 -3.55
C 0.48 4.95 -3.51
C -3.08 -4.43 -1.25
C -1.86 -5.11 -1.36
Ru 0.04 -0.72 1.02
H 4.76 0.08 4.42
C -0.75 -3.28 -0.33
N 0.25 -3.44 4.25
C -4.29 -0.23 -5.05
H -4.77 1.80 -5.53
H -1.87 -1.06 -2.75
H -3.29 2.80 -3.92
S -3.32 -0.88 1.29
C -3.37 4.90 0.31
C -3.70 -2.14 3.75
N -0.26 3.08 2.93
H 2.59 5.52 -3.46
C -2.55 0.91 -3.13
H -5.47 5.12 0.87
S 2.24 -0.87 1.66
N -0.42 -0.06 4.32
C -4.99 3.08 0.06
C -3.18 -3.14 -0.75
H -1.53 4.25 -3.50
H 2.69 -4.84 -0.95
C 5.53 -0.08 -4.61
C 0.56 -5.19 -1.03
H -5.49 -2.77 0.88
H 0.62 -6.23 -1.21
C 1.70 -4.45 -0.80
C -4.04 2.28 -0.57
C -3.31 1.73 -4.00
H -4.92 -0.65 -5.81
N -0.28 2.33 4.02
N 0.37 -2.60 -0.02
C -0.68 -4.61 -0.85
C 3.49 0.14 -0.85
C -0.47 4.03 -3.25
C -0.17 2.91 -2.45
H 2.69 2.35 4.34
H -5.99 2.69 0.14
C -4.99 -3.03 1.84
C -4.06 -2.12 2.37
H -0.46 0.16 5.32
H 4.41 2.91 4.26
H 1.53 1.70 -1.71
C -2.40 4.10 -0.27
N 4.38 0.77 2.55
C -4.17 1.12 -4.91
N 0.07 -1.84 2.82
C 4.31 0.30 -2.12
N 0.29 -3.20 2.98
*
```

Record 2
Molecular formula: C4H16NO2
Method: DFT, wB97M-V/def2-TZVPD

Calculated values
- Frontier orbital gap: 12.274 eV
- Energy relative to the best compared isomer or geometry (same formula, charge and spin): 30.4 kcal per mole
- E: -366.98112 hartree

```
! wB97M-V def2-TZVPD RIJCOSX def2/J DEFGRID3
* xyz 1 1
H -0.72 0.59 -1.54
H -1.84 2.19 -4.34
H 1.99 -1.95 0.69
H 1.34 2.01 1.06
H 1.36 1.32 2.75
C 1.52 1.13 1.68
H -3.55 -2.12 -0.02
H -0.13 -0.29 1.80
C 0.83 -0.15 1.29
H 2.59 0.99 1.69
H 2.60 -1.01 2.06
H 0.50 -1.24 -0.49
O -2.71 -1.86 -0.43
H 1.41 -2.18 2.32
H -0.99 3.02 -3.49
C 1.69 -1.41 1.59
H -2.62 -2.63 -1.00
H -1.08 1.11 0.05
N -0.86 0.33 -0.56
H -1.71 -0.25 -0.61
H 1.29 0.41 -0.81
O -1.45 2.17 -3.45
C 0.56 -0.18 -0.27
*
```

Record 3
Molecular formula: C32H32NNiO2S4Te
Method: DFT, wB97M-V/def2-TZVPD

Calculated values
- Frontier orbital gap (alpha / beta): 4.179 / 4.393 eV
- Energy relative to the best compared isomer or geometry (same formula, charge and spin): 21.2 kcal per mole
- E: -4812.85448 hartree

```
! wB97M-V def2-TZVPD RIJCOSX def2/J DEFGRID3
* xyz -2 2
C -5.58 -2.00 2.06
H 2.80 1.19 -2.62
H 4.94 2.05 2.66
Ni -1.70 -1.26 -1.86
C -1.02 3.70 0.21
H 4.07 2.47 0.59
H 2.33 2.74 0.79
C -0.46 2.46 -0.09
C 1.07 -1.46 3.90
H -0.28 1.25 3.07
H -3.40 -2.02 -1.09
H 3.42 -2.44 -2.16
C 3.20 -0.27 4.37
N -1.26 -0.96 0.05
H 5.01 1.42 5.94
H -7.18 -2.68 0.78
C -4.10 -0.51 -3.68
H -6.20 -2.01 2.96
H -0.41 1.09 -1.78
H -0.75 2.76 -2.20
S -5.01 -2.55 -5.08
H 3.90 -1.41 -5.06
H 3.22 -0.82 5.31
C -6.13 -2.38 0.84
C -3.86 -1.79 -4.00
O -1.59 -1.03 2.32
C 2.62 -0.84 -3.39
H 0.46 -1.01 4.69
H 3.88 0.84 -3.99
H -5.74 -2.68 -1.27
H 4.63 -1.23 -2.64
C -5.35 -2.38 -0.30
C -2.00 -1.17 1.15
H -3.80 -1.32 3.08
H 0.39 -1.73 3.10
O -7.05 -1.17 -6.04
H 2.13 1.09 -4.25
H -1.74 5.04 1.72
C 3.59 -1.38 -2.33
C -4.25 -1.62 2.14
C -1.03 3.19 2.56
C 4.16 1.33 2.90
H 2.70 -2.64 -4.60
S -2.48 -2.74 -3.46
C 5.34 0.85 5.07
S -3.09 0.50 -2.65
H 0.89 2.25 -1.75
H 3.44 -0.87 -1.38
C 2.88 0.66 -3.58
C 3.11 1.98 0.73
H 1.51 -2.37 4.32
C -4.02 -2.00 -0.20
C 2.87 -1.57 -4.72
C 3.12 1.13 1.98
C -3.45 -1.60 1.00
C 2.12 0.20 2.27
H -1.26 3.45 3.58
C -1.30 4.07 1.52
H 2.90 1.39 -0.16
S -5.53 0.22 -4.39
C -6.07 -1.17 -5.32
C 4.21 0.63 4.09
H 5.74 -0.10 5.43
C -0.47 1.95 2.27
C -0.17 2.12 -1.53
C 2.15 -0.49 3.48
H -1.24 4.38 -0.60
C -0.18 1.58 0.96
C 0.10 -1.15 -2.51
C 1.24 -1.05 -2.94
H 6.16 1.40 4.60
Te 0.69 -0.33 0.58
H 2.18 -1.21 -5.48
*
```

Record 4
Molecular formula: C4H7NO2
Method: DFT, wB97M-V/def2-TZVPD

Calculated values
- Frontier orbital gap: 10.690 eV
- Energy relative to the best compared isomer or geometry (same formula, charge and spin): 11.0 kcal per mole
- E: -361.86329 hartree

```
! wB97M-V def2-TZVPD RIJCOSX def2/J DEFGRID3
* xyz 0 1
H 1.73 -0.08 -1.80
C -1.05 1.18 -0.20
C -0.99 -1.13 0.80
N 1.98 0.21 -0.87
H 2.96 0.35 -0.66
H -0.79 -0.80 1.82
O -2.16 1.36 0.25
C -0.33 -0.16 -0.17
H -0.59 -2.14 0.68
H -0.39 -0.54 -1.20
O 1.48 0.27 1.34
H -2.07 -1.15 0.64
H -0.50 2.01 -0.70
C 1.13 0.10 0.19
*
```

Record 5
Molecular formula: CH4InO
Method: DFT, wB97M-V/def2-TZVPD

Calculated values
- Frontier orbital gap: 4.120 eV
- Energy relative to the best compared isomer or geometry (same formula, charge and spin): 27.9 kcal per mole
- E: -304.21282 hartree

```
! wB97M-V def2-TZVPD RIJCOSX def2/J DEFGRID3
* xyz 3 1
C 0.50 -0.36 0.46
H 1.09 -1.04 -0.31
In -1.24 1.62 -2.75
H 0.29 -0.97 1.36
H -1.35 0.02 0.65
O -0.61 0.23 -0.01
H 1.31 0.49 0.60
*
```

Record 6
Molecular formula: C17H23N3O3
Method: DFT, wB97M-V/def2-TZVPD

Calculated values
- Frontier orbital gap: 8.653 eV
- Energy relative to the best compared isomer or geometry (same formula, charge and spin): 255.4 kcal per mole
- E: -1051.26866 hartree

```
! wB97M-V def2-TZVPD RIJCOSX def2/J DEFGRID3
* xyz 0 1
H -5.05 -2.43 0.63
H -2.87 -0.98 1.52
N 1.82 -1.37 1.87
C 2.51 -1.62 0.75
O 1.90 3.42 -1.73
C -0.92 1.16 1.44
C -1.65 0.47 0.37
O 0.16 1.86 -1.65
N -0.70 -0.65 -0.01
C 0.88 2.73 -1.06
O -0.97 0.75 2.63
H -5.57 -0.85 0.26
H -2.01 1.15 -0.42
H 4.26 -3.59 -1.55
C 2.65 -0.31 0.19
C 2.16 2.09 0.90
C -4.96 -1.77 -0.13
C 3.34 -0.34 -1.04
C -3.45 -1.28 -0.67
H 2.14 2.60 1.89
H -4.36 -0.94 -2.60
C 4.13 -1.49 -1.50
H 1.22 3.87 0.76
C -3.61 -0.30 -1.92
H 2.79 -3.71 0.62
H -2.70 -0.03 -2.43
H 2.91 2.52 0.29
H -4.36 0.55 -1.58
H -2.78 -2.10 -1.02
N -0.44 2.55 1.19
C 0.83 2.90 0.41
C -2.92 -0.35 0.61
C 1.82 0.08 2.16
C 3.03 -2.79 0.31
H 2.11 2.87 -2.57
H -0.27 -0.54 -1.36
H -5.23 -2.42 -0.98
H 4.60 -1.46 -2.43
H -0.13 2.87 2.08
H 3.57 0.64 -1.51
H 0.29 -0.80 0.66
H 2.33 -1.97 2.91
C 3.83 -2.77 -0.89
H 1.10 0.59 2.82
C 2.13 0.74 1.06
H -3.59 0.48 0.73
*
```

Record 7
Molecular formula: C2HNO5S
Method: DFT, wB97M-V/def2-TZVPD

Calculated values
- Frontier orbital gap: 7.810 eV
- Energy relative to the best compared isomer or geometry (same formula, charge and spin): 9.0 kcal per mole
- E: -905.98393 hartree

```
! wB97M-V def2-TZVPD RIJCOSX def2/J DEFGRID3
* xyz -2 1
C 1.29 -1.81 -1.99
O 2.42 -1.94 -1.68
H -0.12 0.66 2.44
C 0.20 -1.88 -0.90
O 0.29 2.83 1.12
O -2.15 2.90 0.86
S -0.97 2.02 1.03
O 0.73 -1.70 -3.13
O -0.97 1.26 2.67
N -0.72 -2.36 -0.42
*
```

Record 8
Molecular formula: C26H24FN6O7Zr
Method: DFT, wB97M-V/def2-TZVPD

Calculated values
- Frontier orbital gap: 8.397 eV
- Energy relative to the best compared isomer or geometry (same formula, charge and spin): 0.0 kcal per mole
- E: -2007.38340 hartree

```
! wB97M-V def2-TZVPD RIJCOSX def2/J DEFGRID3
* xyz 1 1
C -6.76 1.77 -1.52
O 0.57 -1.14 -1.50
C -2.43 2.73 -3.18
H -3.96 4.32 -6.40
C -2.64 0.98 -1.55
H -4.47 -0.16 0.08
C -3.43 3.79 -5.61
H -2.04 -5.33 1.20
H 5.39 -0.92 0.78
O -2.10 0.03 -0.86
H 6.07 1.12 3.91
C -1.38 -2.06 1.61
N 2.98 1.18 2.32
H 5.04 2.64 2.14
C -5.98 2.42 -2.44
H -0.39 -5.00 -0.65
C 6.21 0.85 1.75
O 0.47 1.90 -2.91
C -1.99 -3.28 1.84
H 6.83 -0.39 3.40
O -1.06 0.27 1.74
H 5.08 -0.20 3.29
C -4.59 2.15 -2.45
C -4.87 0.55 -0.63
C -6.20 0.85 -0.63
C 5.15 1.88 1.38
C 6.28 -0.29 0.73
C -6.57 3.40 -3.42
C -1.59 -4.36 1.05
Zr -0.16 0.12 -0.07
C -0.66 -4.19 0.02
H 5.36 2.36 0.43
H -7.83 1.95 -1.48
C -1.84 1.86 -2.29
C -4.29 3.80 -4.36
N 3.79 1.30 1.24
H -4.27 4.79 -3.90
H 7.13 -0.94 0.95
H -2.76 -3.37 2.59
C -0.13 -2.94 -0.16
O -0.11 2.04 -0.72
H -6.60 4.40 -2.97
O 1.39 -3.20 -1.98
C 3.18 0.77 0.20
H 6.40 0.07 -0.29
H -5.74 2.45 -5.16
O -2.78 -0.66 2.90
H -6.11 4.16 -5.39
N 2.02 0.30 0.60
N 1.93 0.59 1.93
N -0.45 -1.95 0.67
C 6.04 0.32 3.17
H 7.14 1.41 1.69
C -5.72 3.43 -4.67
H -7.60 3.12 -3.64
C -0.36 1.94 -2.05
F -7.02 0.26 0.24
N -3.75 2.84 -3.32
H -3.26 2.76 -5.95
C -1.82 -0.73 2.20
C 0.72 -2.47 -1.33
H -1.81 3.35 -3.81
H 3.57 0.73 -0.80
H -2.47 4.28 -5.49
C -4.05 1.22 -1.55
*
```